(1)
Molecular formula: C4H3LiORh
Method: DFT, the ωB97M-V functional and the def2-TZVPD basis

Structure (XYZ):
```
10
Properties=species:S:1:pos:R:3
C 2.4903 -1.8669 -0.4791
C 3.4422 -0.8656 -0.4896
H 2.7813 -2.8271 -0.9731
H 4.4420 -1.0476 -0.0591
Rh -1.6252 1.0453 -0.3252
C 0.0560 -0.0549 0.2636
C 0.9610 0.8859 -0.0706
O 1.3817 1.9022 -0.5840
H 0.1157 -0.9142 0.9266
Li 0.3921 2.0810 -2.2939
```

Computed properties:
Net charge   +1
HOMO-LUMO gap (spin up / spin down)   5.8 / 7.4 eV
Max |F|   2.90 eV/A
Spin multiplicity   5
E_LUMO (spin up / spin down)   -5.36 / -5.66 eV
HOMO level (spin up / spin down)   -11.18 / -13.09 eV

Atomic partial charges in e from the Mulliken method, atoms 1 to 5: number 1, C, carries -0.210; number 2, C, carries -0.353; number 3, H, carries 0.301; number 4, H, carries 0.278; number 5, Rh, carries 0.133

---

(2)
Molecular formula: CH5N3S2
Method: DFT, the ωB97M-V functional and the def2-TZVPD basis

Structure (XYZ):
```
11
Properties=species:S:1:pos:R:3
N 2.4263 -1.1046 0.1903
N 1.8371 0.0708 -0.2026
C 0.4574 0.3293 -0.1028
S -0.2617 1.8384 0.0736
N -0.2746 -0.7965 -0.1029
S -1.9697 -0.8286 -0.0654
H 2.0251 -1.5195 1.0410
H 2.6563 -1.7273 -0.5669
H 2.4046 0.8767 -0.1210
H 0.1874 -1.6673 -0.2096
H -2.2375 -1.2829 1.1478
```

Computed properties:
HOMO-LUMO gap   8.6 eV
Max |F|   2.21 eV/A
E_LUMO   0.42 eV
HOMO level   -8.20 eV

Atomic partial charges in e from the Mulliken method, atoms 1 to 5: number 1, N, carries -0.656; number 2, N, carries -0.007; number 3, C, carries 0.338; number 4, S, carries -0.385; number 5, N, carries -0.341

---

(3)
Molecular formula: CH5NO
Method: DFT, the ωB97M-V functional and the def2-TZVPD basis

Structure (XYZ):
```
8
Properties=species:S:1:pos:R:3
C -1.7053 -0.1355 -0.5485
O -2.3056 0.2976 0.3950
H -1.7352 -1.1572 -0.9448
H -1.0142 0.4146 -1.2112
N 3.2161 -0.1243 0.1950
H 2.3470 -0.3739 -0.2385
H 3.4896 0.8223 0.0288
H 3.1080 -0.1889 1.2077
```

Computed properties:
HOMO-LUMO gap   10.7 eV
Max |F|   1.31 eV/A
E_LUMO   0.56 eV
HOMO level   -10.17 eV

Atomic partial charges in e from the Mulliken method, atoms 1 to 5: number 1, C, carries -0.015; number 2, O, carries -0.390; number 3, H, carries 0.208; number 4, H, carries 0.194; number 5, N, carries -0.654

---

(4)
Molecular formula: C12H17AsCoNO6S2Si
Method: DFT, the ωB97M-V functional and the def2-TZVPD basis

Structure (XYZ):
```
41
Properties=species:S:1:pos:R:3
Co -0.0621 -0.0959 -0.5571
O -1.0649 -1.7770 -0.1256
As -2.1851 -0.7389 0.8423
O -3.7139 -1.2089 1.0071
O -1.8010 0.5972 -0.1506
C -1.2450 -0.4558 2.5175
C -2.0696 0.1438 3.4646
C -1.5624 0.5818 4.6795
C -0.2167 0.4192 4.9562
C 0.6123 -0.1989 4.0299
C 0.1152 -0.6385 2.8117
S 1.2941 -1.5380 1.7803
O 2.5053 -1.6394 2.5333
O 0.6233 -2.8005 1.4691
O 1.4859 -0.7249 0.5393
H -0.4966 -2.3812 0.4409
H -3.1254 0.2529 3.2453
H -2.2227 1.0407 5.4033
H 0.1939 0.7529 5.8999
H 1.6567 -0.3700 4.2489
S 1.4272 3.9070 0.1775
C 2.4631 3.1966 -0.9836
C 1.9706 1.9974 -1.3668
N 0.7888 1.6478 -0.7623
C 0.3952 2.5657 0.0848
H 3.3643 3.6805 -1.3178
H 2.4187 1.3309 -2.0850
H -0.5211 2.4664 0.6472
C 1.5939 -1.3832 -3.0208
Si -0.0949 -0.6126 -2.7601
C -1.4579 -1.8314 -3.1134
C -0.3639 0.9447 -3.7598
H 1.7079 -1.6450 -4.0770
H 1.6863 -2.2991 -2.4349
H 2.4244 -0.7319 -2.7499
H -1.4876 -2.0567 -4.1833
H -2.4249 -1.4147 -2.8274
H -1.3123 -2.7614 -2.5667
H -0.2371 0.7265 -4.8241
H 0.3226 1.7499 -3.5000
H -1.3846 1.3023 -3.6119
```

Computed properties:
HOMO-LUMO gap (spin up / spin down)   9.2 / 9.1 eV
Max |F|   0.30 eV/A
E_LUMO (spin up / spin down)   -0.33 / -0.39 eV
HOMO level (spin up / spin down)   -9.57 / -9.54 eV

Atomic partial charges in e from the Mulliken method, atoms 1 to 5: number 1, Co, carries 0.444; number 2, O, carries -0.638; number 3, As, carries 1.103; number 4, O, carries -0.739; number 5, O, carries -0.669

---

(5)
Molecular formula: C2H5N3S2
Method: DFT, the ωB97M-V functional and the def2-TZVPD basis

Structure (XYZ):
```
12
Properties=species:S:1:pos:R:3
S -0.3930 2.6898 -1.9193
N -0.1009 1.3252 -1.0404
C -1.1220 0.6829 -0.7038
N -1.0257 -0.1728 0.3941
C -0.0720 -0.9307 1.0868
N 1.1629 -0.8465 0.7420
S 2.0710 -2.1679 1.6522
H 0.9322 2.8028 -2.4995
H -2.2113 0.6105 -1.1066
H -2.0240 -0.9024 0.2503
H -0.5266 -1.2033 2.0910
H 3.3095 -1.8876 1.0530
```

Computed properties:
HOMO-LUMO gap   8.3 eV
Max |F|   7.38 eV/A
E_LUMO   0.18 eV
HOMO level   -8.10 eV

Atomic partial charges in e from the Mulliken method, atoms 1 to 5: number 1, S, carries -0.193; number 2, N, carries -0.329; number 3, C, carries 0.100; number 4, N, carries -0.247; number 5, C, carries 0.010

---

(6)
Molecular formula: C3H11N2
Method: DFT, the ωB97M-V functional and the def2-TZVPD basis

Structure (XYZ):
```
16
Properties=species:S:1:pos:R:3
C -2.3359 0.4268 1.7280
N -1.0960 0.1470 1.4729
H -2.7803 -0.1202 2.5603
H -2.9156 1.0024 1.0186
H -0.5721 0.2229 2.3490
H -0.7163 0.0311 0.3893
C 2.0062 -0.2087 -0.2516
C 0.9957 -0.5788 -1.3879
N -0.2993 0.0787 -1.0447
H 1.6024 -0.5074 0.7175
H 2.9807 -0.5829 -0.6126
H 2.1437 0.8812 -0.3319
H 1.4180 -0.0452 -2.2448
H 0.8818 -1.6478 -1.4599
H -0.3069 1.0894 -1.1669
H -1.0060 -0.1883 -1.7352
```

Computed properties:
Net charge   +1
HOMO-LUMO gap   9.5 eV
Max |F|   2.86 eV/A
E_LUMO   -5.30 eV
HOMO level   -14.76 eV

Atomic partial charges in e from the Mulliken method, atoms 1 to 5: number 1, C, carries -0.138; number 2, N, carries -0.202; number 3, H, carries 0.271; number 4, H, carries 0.269; number 5, H, carries 0.259

---

(7)
Molecular formula: C6H12NO
Method: DFT, the ωB97M-V functional and the def2-TZVPD basis

Structure (XYZ):
```
20
Properties=species:S:1:pos:R:3
C 1.5329 -2.1750 0.9066
C 0.0953 -1.9266 0.5490
C -0.2780 -1.7459 -0.7081
O -1.5759 -1.4597 -1.0342
H 1.6681 -2.9314 1.6696
H 2.0992 -2.5022 0.0377
H 2.0070 -1.2725 1.3048
H -0.6814 -2.0204 1.2991
H 0.4178 -1.7690 -1.5345
H -1.7007 -1.5658 -1.9822
C -0.8870 2.1550 -0.5039
C -2.0850 2.3683 0.0121
C 1.3686 1.4646 -0.0623
N 0.2137 1.8283 0.3398
H -0.6727 2.1957 -1.5615
H -2.2801 2.3127 1.0748
H -2.8998 2.6093 -0.6552
H 2.1608 1.2828 0.6507
H 1.5181 1.3860 -1.1301
H -0.0207 1.7659 1.3276
```

Computed properties:
Net charge   +1
HOMO-LUMO gap   6.7 eV
Max |F|   0.53 eV/A
E_LUMO   -5.35 eV
HOMO level   -12.01 eV

Atomic partial charges in e from the Mulliken method, atoms 1 to 5: number 1, C, carries -1.039; number 2, C, carries -0.075; number 3, C, carries -0.285; number 4, O, carries -0.477; number 5, H, carries 0.349

---

(8)
Molecular formula: C2H3FInO
Method: DFT, the ωB97M-V functional and the def2-TZVPD basis

Structure (XYZ):
```
8
Properties=species:S:1:pos:R:3
C -0.0214 0.0770 0.6522
C 0.2925 -0.4261 -0.7230
H 0.8171 0.1003 1.3726
F -0.9950 -0.7896 1.2572
H 1.3510 -0.2511 -0.9706
H -0.0333 -1.4555 -0.9099
O -0.6056 1.4739 0.5836
In -0.8053 1.2711 -1.2621
```

Computed properties:
Net charge   +1
HOMO-LUMO gap   7.9 eV
Max |F|   4.07 eV/A
E_LUMO   -8.25 eV
HOMO level   -16.10 eV

Atomic partial charges in e from the Mulliken method, atoms 1 to 5: number 1, C, carries 0.439; number 2, C, carries -0.786; number 3, H, carries 0.289; number 4, F, carries -0.249; number 5, H, carries 0.375

---

(9)
Molecular formula: C27H29NO7S3Ti
Method: DFT, the ωB97M-V functional and the def2-TZVPD basis

Structure (XYZ):
```
68
Properties=species:S:1:pos:R:3
Ti 0.6106 0.3475 0.6208
O 2.7839 3.5814 -0.8001
C 2.0151 2.6650 -0.5449
O 2.2782 1.4559 -0.2212
C 0.6022 2.8650 -0.9036
C 0.0583 3.8295 -1.6976
C -1.2321 3.8157 -2.0557
C -2.0202 2.7567 -1.6243
C -1.4657 1.7988 -0.7987
N -0.1818 1.9325 -0.3207
C -2.1648 0.4970 -0.3478
O -3.3078 0.1974 -0.6409
O -1.4170 -0.2131 0.4818
H 0.7901 4.5354 -2.0567
H -1.5661 4.5997 -2.7078
H -3.0602 2.6227 -1.9073
O 0.6373 -0.6786 -1.1671
S 1.1132 -0.8442 -2.5941
C 2.9200 -1.1366 -2.3790
C 3.1281 -1.9037 -1.0394
C 2.3805 -3.2011 -0.8047
C 2.5541 -3.6894 0.6446
S 1.5755 -2.8486 1.9104
O 1.6126 -1.3393 1.5904
C -0.0582 -3.4271 1.6383
C -0.4729 -4.2647 2.7099
C -1.7784 -4.8459 2.6364
C -2.6351 -4.6094 1.5480
C -2.1815 -3.8464 0.5048
C -0.9150 -3.1698 0.5829
C 1.1534 0.7483 -3.4701
C 2.0409 1.7963 -3.3477
C 1.8635 2.8876 -4.2052
C 0.7772 2.9733 -5.1188
C -0.1836 1.9943 -5.1314
C 0.0171 0.8772 -4.2647
H 3.5167 -0.2497 -2.3312
H 3.1640 -1.7252 -3.2979
H 2.8636 -1.2257 -0.2224
H 4.2527 -2.0685 -0.9712
H 2.6689 -4.0426 -1.4917
H 1.3081 -3.0855 -1.0310
H 3.5555 -3.6018 1.0191
H 2.2598 -4.7726 0.7088
H 0.1345 -4.3568 3.5761
H -2.1116 -5.4402 3.5076
H -3.5837 -5.0866 1.5293
H -2.8119 -3.6190 -0.3465
H -0.6787 -2.4499 -0.2016
H 2.8875 1.8527 -2.6878
H 2.5859 3.6918 -4.2110
H 0.7456 3.8519 -5.7750
H -1.1328 2.1586 -5.6764
H -0.8120 0.1258 -4.2450
O 0.3139 1.1678 2.5424
S -1.0318 1.9453 2.6598
C -0.9910 2.6618 4.2878
C -2.1248 2.0259 5.1021
C -2.3871 0.6173 4.6202
C -2.3701 0.7293 3.0909
H -1.2024 3.7504 4.2810
H 0.0103 2.4455 4.6517
H -3.0574 2.5833 4.9902
H -1.8710 2.0594 6.1889
H -3.3726 0.2609 4.8461
H -1.5355 -0.0189 4.8927
H -3.3144 1.2188 2.7749
H -2.1497 -0.1630 2.5007
```

Computed properties:
HOMO-LUMO gap (spin up / spin down)   4.9 / 8.6 eV
Max |F|   3.04 eV/A
Spin multiplicity   3
E_LUMO (spin up / spin down)   0.28 / 0.28 eV
HOMO level (spin up / spin down)   -4.61 / -8.30 eV

Atomic partial charges in e from the Mulliken method, atoms 1 to 5: number 1, Ti, carries -0.043; number 2, O, carries -0.783; number 3, C, carries 0.289; number 4, O, carries -0.484; number 5, C, carries 0.142

---

(10)
Molecular formula: C2Cl3FO
Method: DFT, the ωB97M-V functional and the def2-TZVPD basis

Structure (XYZ):
```
7
Properties=species:S:1:pos:R:3
C 1.4329 1.1604 0.0809
C -1.5694 -1.4335 -0.2902
O 0.4393 1.6915 -0.2422
F 1.5184 0.1368 0.9260
Cl -2.3531 -3.0128 -0.2530
Cl -2.5143 -0.1338 0.1467
Cl 3.0463 1.5913 -0.3683
```

Computed properties:
HOMO-LUMO gap   8.4 eV
Max |F|   1.43 eV/A
E_LUMO   -1.03 eV
HOMO level   -9.47 eV

Atomic partial charges in e from the Mulliken method, atoms 1 to 5: number 1, C, carries 0.578; number 2, C, carries 0.062; number 3, O, carries -0.322; number 4, F, carries -0.148; number 5, Cl, carries -0.090